[1]
This record from OMol25 describes a 2-piece molecular cluster, C6H5F3NO overall in a non-equilibrium geometry. The level of theory is ωB97M-V/def2-TZVPD.

Structure (XYZ):
```
16
C6H5F3NO (ωB97M-V/def2-TZVPD)
C 2.95111 -0.30564 -0.05002
C 2.54659 1.02773 -0.06325
C 1.97432 -1.29711 0.02897
C 1.21088 1.33558 -0.00620
C 0.64979 -0.94443 0.08642
C -4.73600 -0.10936 -0.02479
N 0.26709 0.36058 0.06312
O -0.95338 0.66499 0.10055
F -4.71653 0.85948 -0.84935
F -4.67704 0.11564 1.22480
F -4.70925 -1.30566 -0.46168
H 3.99688 -0.56137 -0.10021
H 3.27377 1.82232 -0.11869
H 2.24589 -2.34036 0.04366
H 0.82525 2.34514 -0.02069
H -0.14937 -1.66753 0.14734
```

orbital gap (spin up / spin down): 3.424 / 3.425 eV
net charge: +1
F_max: 0.053 hartree/bohr

Results of the Mulliken charge analysis, in e, for atoms 1 through 6: C -0.15; C -0.63; C -0.65; C -0.06; C -0.08; C 0.86



[2]
This record from OMol25 describes the molecule C6H5F5N2O in a non-equilibrium geometry. The level of theory is ωB97M-V/def2-TZVPD.

Structure (XYZ):
```
19
C6H5F5N2O (ωB97M-V/def2-TZVPD)
C -1.36459 1.05367 0.92203
C 0.01224 0.71541 0.41103
C 1.29554 1.48484 0.41129
N 1.49258 2.63000 1.08375
N 2.19931 0.99467 -0.39109
O 1.57543 0.02704 -1.07062
C 0.37088 -0.14882 -0.55514
C -0.48168 -1.44459 -1.41861
F -1.82486 -1.23401 -1.59291
F 0.02220 -1.48666 -2.66721
C -0.35999 -2.71342 -0.56299
F -0.38909 -2.28518 0.72878
F 0.73537 -3.42727 -0.68936
F -1.39574 -3.46554 -0.76979
H -2.10863 0.36206 0.54134
H -1.43274 1.12926 2.01734
H -1.60966 2.21596 0.55224
H 0.79563 2.86482 1.82831
H 2.46781 2.72776 1.22161
```

SMILES: Cc1c(N)noc1C(F)(F)C(F)(F)F
orbital gap: 9.744 eV
F_max: 0.097 hartree/bohr

Results of the Mulliken charge analysis, in e, for atoms 1 through 6: C -1.25; C 1.12; C 0.38; N -0.49; N -0.68; O -0.13



[3]
This record from OMol25 describes C6H5FI2 as an isolated structure in a non-equilibrium geometry. The level of theory is ωB97M-V/def2-TZVPD.

Structure (XYZ):
```
14
C6H5FI2 (ωB97M-V/def2-TZVPD)
C -0.65961 -0.02823 -1.07475
C 0.54072 -0.59849 -0.97786
C -1.21303 0.37869 0.28513
C 0.87992 -0.73725 0.49238
C -0.03898 -0.19373 1.27172
C -2.70672 0.01011 0.61544
F -2.83634 -0.10089 1.94011
I -4.07123 1.54210 -0.14112
I -3.06125 -1.95648 -0.16180
H -1.19121 0.12859 -2.09436
H 1.26567 -0.92600 -1.70976
H -0.93600 1.53333 0.38790
H 1.73792 -1.28394 0.92209
H -0.16450 0.13347 2.27682
```

orbital gap (spin up / spin down): 6.281 / 4.842 eV
2S+1: 3
F_max: 0.080 hartree/bohr

Results of the Mulliken charge analysis, in e, for atoms 1 through 6: C -0.65; C -0.31; C 0.07; C -0.38; C -0.59; C -0.04



[4]
This record from OMol25 describes the molecule C6H5FN2O in a non-equilibrium geometry. The level of theory is ωB97M-V/def2-TZVPD.

Structure (XYZ):
```
15
C6H5FN2O (ωB97M-V/def2-TZVPD)
C -2.35608 0.76799 -0.61218
C -1.87157 -0.49313 -0.55105
C -0.37121 0.86079 0.29142
C 2.03122 0.98114 0.14276
C 2.37268 -0.25256 -0.09739
C 0.01820 -1.44748 0.78166
N -1.29626 1.60918 -0.22442
N -0.70863 -0.49399 0.12746
O 0.82566 1.26220 0.77855
F 3.40019 -0.96415 -0.56326
H -3.23697 1.17289 -1.14147
H -2.25461 -1.41926 -0.94528
H 2.53428 1.90347 0.15705
H 0.43479 -2.34995 0.13905
H 0.47832 -1.13713 1.71710
```

orbital gap (spin up / spin down): 8.548 / 7.485 eV
F_max: 0.074 hartree/bohr

Results of the Mulliken charge analysis, in e, for atoms 1 through 6: C -0.56; C -0.10; C 0.44; C -0.27; C 0.18; C -0.72



[5]
This record from OMol25 describes a 2-piece molecular cluster, C6H5FN2O overall in a non-equilibrium geometry. The level of theory is ωB97M-V/def2-TZVPD.

Structure (XYZ):
```
15
C6H5FN2O (ωB97M-V/def2-TZVPD)
N 2.88576 1.51150 -0.06741
C 1.72324 1.56703 -0.05517
C 0.29781 1.33376 0.00313
C -0.33759 0.66186 -1.06361
N -0.90743 -0.52260 -0.82822
C -1.53654 -0.65816 0.34816
C -1.32364 0.21122 1.41500
C -0.34339 1.17932 1.24491
F 0.22127 1.72219 2.31118
H 0.03175 0.83503 -2.07655
H -2.19190 -1.52474 0.46015
H -1.98896 0.23578 2.27675
O 1.25571 -2.47644 -1.10640
H 0.46608 -1.91944 -0.94924
H 1.74782 -2.15630 -1.91270
```

SMILES: N#Cc1cnccc1F.O
orbital gap: 9.479 eV
F_max: 0.063 hartree/bohr

Results of the Mulliken charge analysis, in e, for atoms 1 through 6: N -0.40; C 0.11; C 0.37; C -0.35; N -0.61; C -0.22



[6]
This record from OMol25 describes a 2-piece molecular cluster, C6H5IN2 overall in a non-equilibrium geometry. The level of theory is ωB97M-V/def2-TZVPD.

Structure (XYZ):
```
14
C6H5IN2 (ωB97M-V/def2-TZVPD)
C -3.15775 -2.74028 2.21436
C -3.52595 -1.46294 -1.61489
C -0.71588 0.38969 0.06641
C -1.46004 -0.55278 -0.58841
C 0.66729 0.02900 0.44365
C -2.84221 -0.58080 -0.76481
N -3.21496 -2.14738 1.21677
N -4.11628 -2.15201 -2.29709
I -4.06510 0.93308 0.02601
H -1.03713 1.40731 0.51177
H -0.99665 -1.44813 -0.94405
H 1.37619 0.66302 -0.28873
H 0.81529 0.46433 1.50965
H 0.89316 -1.05692 0.47352
```

orbital gap (spin up / spin down): 5.252 / 5.232 eV
F_max: 0.051 hartree/bohr

Results of the Mulliken charge analysis, in e, for atoms 1 through 6: C -0.50; C 0.15; C 0.02; C 0.17; C -1.04; C -0.08